# 1
Computed, not measured: one molecule with the formula C3H3N3O, with the ωB97M-V functional and the def2-TZVPD basis.

For the total energy, the calculation gives -9671.9609 eV. The highest occupied orbital energy (alpha / beta) is -9.8 / -9.9 eV. Its SMILES is O=c1nccn[nH]1. The lowest unoccupied orbital energy (alpha / beta) is -1.28 / -1.66 eV.

```
10
C3H3N3O (the ωB97M-V functional and the def2-TZVPD basis)
O -2.27 0.50 0.73
C -1.17 0.17 0.40
N -0.02 0.31 1.25
C 1.14 0.64 0.62
C 1.22 -0.13 -0.51
N 0.28 -1.13 -0.23
N -0.87 -0.58 -0.81
H 1.79 1.40 1.02
H 1.52 0.10 -1.53
H -1.61 -1.28 -0.94
```

=====

# 2
Computed, not measured: C3H3N3O as an isolated structure, with the ωB97M-V functional and the def2-TZVPD basis.

For the total energy, the calculation gives -9673.4671 eV. The highest occupied orbital energy is -9.8 eV. The lowest unoccupied orbital energy is -0.27 eV.

```
10
C3H3N3O (the ωB97M-V functional and the def2-TZVPD basis)
N -1.41 -0.69 -1.07
C -0.22 -0.67 -0.70
N 0.73 -1.77 -0.47
N 1.23 -1.23 0.53
O -1.26 1.65 0.84
C -0.09 1.38 0.95
C 0.59 0.23 0.19
H -1.64 -1.58 -1.53
H 0.58 2.03 1.55
H 1.49 0.64 -0.27
```

=====

# 3
Computed, not measured: a 2-piece molecular cluster, C3H3N3O overall, with the ωB97M-V functional and the def2-TZVPD basis.

For the total energy, the calculation gives -9672.9379 eV. The highest occupied orbital energy is -8.2 eV. The lowest unoccupied orbital energy is 0.61 eV.

```
10
C3H3N3O (the ωB97M-V functional and the def2-TZVPD basis)
N -0.96 -0.42 2.06
C -0.55 -0.62 0.92
N 1.32 -0.39 -0.61
N 2.16 -1.20 -0.93
O -1.10 2.94 -0.76
C -0.13 2.36 -0.73
C -0.09 -0.73 -0.30
H -0.82 -1.19 2.71
H 1.49 0.63 -0.57
H -0.67 -1.16 -1.11
```

=====

# 4
Computed, not measured: one molecule with the formula C3H3N3O, with the ωB97M-V functional and the def2-TZVPD basis.

For the total energy, the calculation gives -9675.2787 eV. The highest occupied orbital energy is -9.5 eV. Its SMILES is [H]/N=N/C=C\N=C=O. The lowest unoccupied orbital energy is -0.32 eV.

```
10
C3H3N3O (the ωB97M-V functional and the def2-TZVPD basis)
H -2.19 0.23 1.29
N -1.32 0.18 0.73
N -1.17 -1.01 0.39
C -0.02 -1.25 -0.38
C 0.98 -0.41 -0.70
N 1.16 0.90 -0.37
C 0.55 1.75 0.27
O 0.17 2.71 0.81
H 0.05 -2.28 -0.73
H 1.80 -0.82 -1.30
```

=====

# 5
Computed, not measured: one molecule with the formula C3H3N3O, with the ωB97M-V functional and the def2-TZVPD basis.

For the total energy, the calculation gives -9674.0349 eV. The highest occupied orbital energy is -9.9 eV. Its SMILES is ON=C1N=CC=N1. The lowest unoccupied orbital energy is -1.14 eV.

```
10
C3H3N3O (the ωB97M-V functional and the def2-TZVPD basis)
O -2.59 0.31 -0.01
N -1.66 -0.66 -0.07
C -0.46 -0.18 -0.29
N 0.04 1.06 -0.20
C 1.33 0.85 -0.01
C 1.59 -0.59 0.03
N 0.50 -1.23 -0.13
H -3.41 -0.26 0.37
H 2.08 1.70 0.20
H 2.59 -1.01 0.12
```

=====

# 6
Computed, not measured: one molecule with the formula C3H3N3O, with the ωB97M-V functional and the def2-TZVPD basis.

For the total energy, the calculation gives -9672.4837 eV. The highest occupied orbital energy is -9.2 eV. Its SMILES is [H]/N=c1\nccno1. The lowest unoccupied orbital energy is -1.35 eV.

```
10
C3H3N3O (the ωB97M-V functional and the def2-TZVPD basis)
H 1.55 1.22 2.02
N 0.66 0.90 2.07
C 0.19 0.90 0.80
N 0.96 0.52 -0.15
C 0.51 -0.33 -1.15
C -0.94 -0.86 -0.99
N -1.64 -0.46 0.08
O -1.14 0.52 0.92
H 1.17 -0.75 -1.95
H -1.32 -1.67 -1.66
```

=====

# 7
Computed, not measured: one molecule with the formula C3H3N3O, with the ωB97M-V functional and the def2-TZVPD basis.

For the total energy, the calculation gives -9672.6650 eV. The highest occupied orbital energy is -9.8 eV. Its SMILES is C1=NC=NOC=N1. The lowest unoccupied orbital energy is -0.45 eV.

```
10
C3H3N3O (the ωB97M-V functional and the def2-TZVPD basis)
C 0.65 1.27 0.15
N -0.67 1.37 0.17
C -1.59 0.30 -0.23
N -1.21 -0.99 -0.14
O 0.02 -1.25 0.50
C 1.21 -0.84 -0.16
N 1.56 0.34 -0.40
H 1.29 1.92 0.84
H -2.80 0.34 -0.59
H 1.93 -1.64 -0.24
```

=====

# 8
Computed, not measured: one molecule with the formula C3H3N3O2, with the ωB97M-V functional and the def2-TZVPD basis.

For the total energy, the calculation gives -11722.0925 eV. The highest occupied orbital energy is -9.2 eV. Its SMILES is O=C1NN=C/C1=N\O. The lowest unoccupied orbital energy is -1.08 eV.

```
11
C3H3N3O2 (the ωB97M-V functional and the def2-TZVPD basis)
O 1.28 1.87 0.00
C 0.91 0.72 -0.03
N 1.73 -0.41 0.02
N 1.16 -1.58 -0.04
C -0.13 -1.35 0.01
C -0.41 0.07 0.02
N -1.52 0.74 0.00
O -2.59 -0.11 -0.04
H 2.73 -0.33 0.14
H -0.84 -2.15 0.11
H -3.33 0.46 0.23
```

=====

# 9
Computed, not measured: one molecule with the formula C3H3N3O2, with the ωB97M-V functional and the def2-TZVPD basis.

For the total energy, the calculation gives -11722.1239 eV. The highest occupied orbital energy is -10.3 eV. Its SMILES is O=COc1cnn[nH]1. The lowest unoccupied orbital energy is 0.53 eV.

```
11
C3H3N3O2 (the ωB97M-V functional and the def2-TZVPD basis)
O -2.15 -1.06 0.37
C -2.14 0.06 -0.03
O -1.10 0.83 -0.32
C 0.24 0.19 0.03
C 1.32 0.95 0.16
N 2.45 0.16 0.22
N 2.15 -1.10 -0.15
N 0.72 -1.05 -0.25
H -2.90 0.80 -0.33
H 1.33 2.08 0.47
H 0.07 -1.86 -0.19
```

=====

# 10
Computed, not measured: C3H3N3O2 as an isolated structure, with the ωB97M-V functional and the def2-TZVPD basis.

For the total energy, the calculation gives -11718.1552 eV. The highest occupied orbital energy is -9.5 eV. The lowest unoccupied orbital energy is -1.78 eV.

```
11
C3H3N3O2 (the ωB97M-V functional and the def2-TZVPD basis)
C -0.86 1.47 1.08
C -0.77 0.31 0.30
C 0.62 -1.08 -0.78
H 0.68 1.91 -0.22
H -1.56 1.66 2.29
H 1.55 -2.73 -1.23
N 1.91 -1.73 -0.91
N -0.68 -1.64 -0.47
N -1.47 -0.88 0.19
O 0.07 2.42 0.40
O 0.51 0.28 -0.64
```

=====

# 11
Computed, not measured: one molecule with the formula C3H3N3O2, with the ωB97M-V functional and the def2-TZVPD basis.

For the total energy, the calculation gives -11720.5654 eV. The highest occupied orbital energy is -9.7 eV. Its SMILES is O=C1N=CN=CON1. The lowest unoccupied orbital energy is -0.58 eV.

```
11
C3H3N3O2 (the ωB97M-V functional and the def2-TZVPD basis)
O 2.55 0.67 0.95
C 1.51 0.22 0.48
N 0.96 -1.07 0.31
C -0.26 -1.62 0.13
N -1.36 -0.81 0.43
C -1.41 0.25 -0.23
O -0.46 0.85 -0.90
N 0.74 1.14 -0.30
H -0.57 -2.58 -0.15
H -2.41 0.86 -0.46
H 0.71 2.10 -0.25
```

=====

# 12
Computed, not measured: one molecule with the formula C3H3N3O2, with the ωB97M-V functional and the def2-TZVPD basis.

For the total energy, the calculation gives -11721.7679 eV. The highest occupied orbital energy is -9.7 eV. Its SMILES is [H]/N=C/n1cnoc1=O. The lowest unoccupied orbital energy is 0.20 eV.

```
11
C3H3N3O2 (the ωB97M-V functional and the def2-TZVPD basis)
H 3.06 0.11 -0.22
N 2.22 0.61 -0.37
C 1.32 -0.26 -0.01
N -0.18 0.00 0.09
C -1.12 -1.00 0.01
N -2.29 -0.44 -0.25
O -2.22 0.90 -0.22
C -0.84 1.13 -0.14
O -0.51 2.26 0.18
H 1.50 -1.24 0.56
H -0.94 -2.06 0.38
```